1.
{
  "formula": "C4H3N3OS",
  "method": "ωB97M-V/def2-TZVPD",
  "species": ["C", "C", "C", "C", "N", "N", "N", "O", "S", "H", "H", "H"],
  "coordinates": [[1.8901, 0.3805, -0.7204], [2.4380, -0.9178, -1.2358], [-0.1067, -1.4539, -0.1359], [-0.7865, 0.8829, -0.1084], [1.2549, -0.7512, -0.6031], [-0.1797, 1.5338, 0.8178], [-0.9529, -0.5764, 0.3698], [-1.1513, 1.1948, -1.1855], [-0.1336, -3.0748, -0.1604], [-0.2454, 1.1901, 1.7821], [-0.1522, 2.6020, 0.5719], [-1.8747, -1.0099, 0.6081]],
  "energy_ev": -21540.647,
  "e_homo_ev": [-6.66, -9.26],
  "de_lowest_ev": 2.5515,
  "spin_multiplicity": 3,
  "s_squared": 2.01
}

2.
{
  "formula": "C3H12N3O",
  "method": "ωB97M-V/def2-TZVPD",
  "species": ["C", "O", "H", "H", "H", "H", "C", "C", "N", "N", "N", "H", "H", "H", "H", "H", "H", "H", "H"],
  "coordinates": [[0.9381, 2.9833, -0.4430], [0.7906, 1.5556, -0.6292], [1.5450, 1.2604, -1.1525], [1.9664, 3.3493, -0.4110], [0.4042, 3.4479, -1.2642], [0.6570, 3.2236, 0.5829], [-0.7462, -0.6451, -1.4112], [-0.3338, -1.4627, 0.8491], [-0.3892, -0.2121, 1.3204], [-0.5710, -1.7025, -0.4347], [-0.2753, -2.5245, 1.6708], [0.1448, 0.4783, 0.7793], [-0.4602, -0.0778, 2.3151], [-0.5411, -2.6757, -0.6919], [-0.7654, -3.3514, 1.3761], [-0.0334, -2.4439, 2.6423], [0.1702, -0.5459, -1.9942], [-1.0271, 0.2750, -0.9344], [-1.4736, -0.9317, -2.1697]],
  "energy_ev": -9817.563,
  "e_homo_ev": -14.44,
  "de_lowest_ev": 1.2504,
  "spin_multiplicity": 1,
  "charge": 1
}

3.
{
  "formula": "C3H8Cl2FOPSi",
  "method": "ωB97M-V/def2-TZVPD",
  "species": ["C", "C", "C", "O", "F", "Si", "P", "Cl", "Cl", "H", "H", "H", "H", "H", "H", "H", "H"],
  "coordinates": [[1.1936, 0.1115, -2.1346], [2.4653, -0.2793, 1.1027], [-3.4764, 0.8782, 1.3549], [-0.3579, -0.0833, 0.3725], [0.9387, -2.1154, -0.7448], [1.2229, -0.5386, -0.3443], [-2.0082, 0.2861, 0.4740], [-2.8197, -1.5114, -0.1789], [-2.1548, 1.3563, -1.2227], [2.0140, -0.4615, -2.6476], [0.2442, -0.1517, -2.4596], [1.3604, 1.1733, -2.2162], [3.0187, -1.1196, 1.6019], [3.3194, 0.4848, 0.8428], [1.9798, 0.1643, 2.0705], [-3.7429, 0.1202, 2.0254], [-3.1971, 1.6861, 2.1040]],
  "energy_ev": -50216.828,
  "e_homo_ev": [-6.38, -10.74],
  "de_lowest_ev": 0.0000,
  "spin_multiplicity": 3,
  "s_squared": 2.01
}

4.
{
  "formula": "C6H5FN6O",
  "method": "ωB97M-V/def2-TZVPD",
  "species": ["C", "C", "C", "C", "C", "C", "N", "N", "N", "N", "N", "N", "O", "F", "H", "H", "H", "H", "H"],
  "coordinates": [[-3.4366, 0.7046, 0.1831], [-3.3827, -0.6897, 0.0921], [-1.1789, 0.8131, 0.0986], [-1.1298, -0.5898, 0.0267], [0.0837, 1.5752, 0.0889], [1.2738, -0.6007, -0.0378], [-2.3484, 1.4430, 0.1835], [-2.2353, -1.3348, 0.0198], [0.0834, -1.2227, -0.0405], [1.2044, 0.7388, 0.0305], [3.7856, -0.6250, -0.8481], [4.5090, 0.1280, -0.3351], [0.2027, 2.7728, 0.1251], [5.3713, -0.4296, 0.7697], [-4.3759, 1.2339, 0.2624], [-4.2701, -1.2997, 0.0820], [2.0916, 1.2323, 0.0184], [3.6878, -1.6166, -0.6317], [0.0647, -2.2332, -0.0876]],
  "energy_ev": -20002.137,
  "e_homo_ev": [-6.11, -9.53],
  "spin_multiplicity": 3,
  "s_squared": 2.02
}

5.
{
  "formula": "C25H18ClNO6",
  "method": "ωB97M-V/def2-TZVPD",
  "species": ["O", "C", "C", "N", "C", "O", "O", "C", "C", "C", "C", "C", "C", "C", "O", "C", "C", "C", "O", "C", "O", "C", "C", "C", "C", "C", "C", "C", "C", "C", "C", "C", "Cl", "H", "H", "H", "H", "H", "H", "H", "H", "H", "H", "H", "H", "H", "H", "H", "H", "H", "H"],
  "coordinates": [[-1.4425, -0.6420, 0.9258], [-1.1920, -1.6670, 0.3615], [-2.1859, -2.7910, 0.1149], [-3.4871, -2.4822, 0.6381], [-4.4728, -2.0489, -0.1978], [-4.4186, -2.1115, -1.4005], [-5.5230, -1.6150, 0.5176], [-6.6556, -1.1383, -0.2138], [-6.7709, 0.3596, -0.1104], [-5.6930, 1.1643, -0.4590], [-5.7878, 2.5405, -0.3609], [-6.9633, 3.1261, 0.0784], [-8.0420, 2.3300, 0.4226], [-7.9444, 0.9521, 0.3344], [0.0117, -2.0267, -0.1223], [1.1206, -1.2136, -0.0561], [1.0792, 0.1639, -0.1294], [2.2673, 0.8963, -0.1015], [2.1551, 2.2353, -0.1514], [3.2518, 3.0645, -0.0862], [3.0648, 4.2527, -0.1008], [4.5480, 2.4169, -0.0259], [4.6980, 1.0713, -0.0194], [6.0390, 0.4655, -0.0175], [6.3969, -0.4714, -0.9843], [7.6695, -1.0125, -0.9916], [8.5938, -0.6329, -0.0324], [8.2460, 0.3024, 0.9282], [6.9787, 0.8556, 0.9324], [3.5101, 0.2466, -0.0253], [3.5320, -1.1486, 0.0731], [2.3600, -1.8674, 0.0557], [2.3902, -3.5849, 0.1769], [-2.2938, -2.9370, -0.9653], [-1.7966, -3.7144, 0.5556], [-3.5552, -2.1981, 1.6037], [-6.5422, -1.4419, -1.2622], [-7.5331, -1.6275, 0.2172], [-4.7782, 0.7081, -0.8081], [-4.9434, 3.1573, -0.6301], [-7.0381, 4.2009, 0.1528], [-8.9608, 2.7820, 0.7665], [-8.7861, 0.3328, 0.6094], [0.1444, 0.6955, -0.1940], [5.3989, 3.0797, -0.0219], [5.6842, -0.7522, -1.7461], [7.9402, -1.7328, -1.7491], [9.5845, -1.0618, -0.0366], [8.9651, 0.6041, 1.6749], [6.7030, 1.5802, 1.6841], [4.4730, -1.6645, 0.1763]],
  "energy_ev": -52516.065,
  "e_homo_ev": -8.90,
  "smiles": "O=C(CNC(=O)OCc1ccccc1)Oc1cc2oc(=O)cc(-c3ccccc3)c2cc1Cl",
  "de_lowest_ev": 0.1598,
  "spin_multiplicity": 1
}

6.
{
  "formula": "C45H80ClIN11O4P2S",
  "method": "ωB97M-V/def2-TZVPD",
  "species": ["C", "C", "C", "C", "C", "C", "C", "C", "C", "C", "C", "C", "C", "C", "O", "C", "N", "N", "C", "Cl", "C", "C", "C", "N", "C", "C", "C", "I", "N", "C", "S", "N", "C", "O", "C", "C", "C", "C", "C", "C", "C", "C", "C", "H", "H", "H", "H", "H", "H", "H", "H", "H", "H", "H", "H", "H", "H", "H", "H", "H", "H", "H", "H", "H", "H", "H", "H", "H", "H", "H", "H", "H", "H", "H", "H", "H", "H", "H", "H", "H", "H", "H", "H", "H", "H", "H", "H", "O", "P", "N", "C", "C", "N", "C", "C", "N", "C", "C", "H", "H", "H", "H", "H", "H", "H", "H", "H", "H", "H", "H", "H", "H", "H", "H", "H", "H", "O", "P", "N", "C", "C", "N", "C", "C", "N", "C", "C", "H", "H", "H", "H", "H", "H", "H", "H", "H", "H", "H", "H", "H", "H", "H", "H", "H", "H"],
  "coordinates": [[-1.7693, -0.0763, -0.2989], [-0.6847, 0.5822, -0.6603], [0.4989, 1.6366, -1.0737], [1.3184, 0.8844, -2.2438], [0.6027, 0.8306, -3.6766], [-0.9322, 0.9343, -3.9695], [-1.5581, 0.8281, -5.4271], [-0.6146, 0.6221, -6.6679], [0.9395, 0.5488, -6.4269], [1.5528, 0.6335, -4.9522], [3.1500, 0.4971, -4.8386], [-0.1447, 3.0710, -1.4927], [-1.7026, 3.2097, -0.9744], [-2.3227, 4.6811, -1.1766], [-2.8244, 4.8698, -2.5537], [-3.6766, 4.7285, -0.2437], [-3.9920, 6.1526, 0.1763], [0.5746, 4.2764, -0.9844], [1.2702, 5.0902, -2.0153], [0.1483, 5.9763, -3.1901], [2.3795, 4.3287, -2.9101], [1.9138, 3.9845, -4.4316], [1.3212, 4.0888, 0.2569], [1.1340, 4.9781, 1.2613], [0.1858, 6.1431, 1.1254], [0.2708, 7.2249, 2.3163], [1.4877, 8.2795, 2.1712], [0.6688, 10.0485, 1.1103], [1.8097, 4.8520, 2.4776], [1.1263, 4.1282, 3.3429], [0.1863, 3.1478, 4.3215], [2.2583, 2.9522, 0.3714], [1.3993, 1.7336, 0.3040], [0.4018, 1.7622, 1.3889], [2.3201, 0.4461, 0.5744], [3.1374, 0.4893, 1.9689], [4.3677, -0.6008, 1.9793], [5.5606, 0.1025, 2.8500], [5.3308, 0.1012, 4.4237], [6.4196, 0.8034, 5.3150], [7.6679, 1.4529, 4.5730], [7.8898, 1.4537, 3.0194], [6.7966, 0.7484, 2.1255], [-2.5414, -0.8301, 0.1124], [1.4055, -0.2317, -1.9082], [2.4266, 1.2385, -2.3384], [-1.6751, 1.1000, -3.1143], [-2.6974, 0.8824, -5.6035], [-0.9935, 0.5348, -7.7549], [1.6694, 0.4210, -7.3110], [3.6120, 1.2432, -4.0808], [3.4352, -0.5741, -4.5045], [3.6402, 0.7085, -5.8553], [-0.2337, 3.2168, -2.6473], [-1.7238, 2.9858, 0.1584], [-2.4115, 2.4952, -1.5639], [-1.6748, 5.5511, -0.8070], [-3.0680, 5.8393, -2.5599], [-4.5564, 4.1953, -0.7510], [-3.4586, 4.1575, 0.7500], [-5.0297, 6.1891, 0.2983], [-3.5910, 6.3492, 1.1200], [1.8396, 5.9347, -1.4442], [2.8291, 3.3840, -2.4378], [3.2683, 5.0772, -3.0269], [2.7424, 3.2834, -4.8569], [0.8762, 3.5047, -4.5127], [1.9980, 4.9586, -5.0574], [-0.8866, 5.6863, 1.1780], [0.3886, 6.6875, 0.1306], [0.2481, 6.7471, 3.3773], [-0.7123, 7.8499, 2.2522], [2.3168, 7.8540, 1.5021], [1.8662, 8.6569, 3.1984], [3.0073, 2.9689, -0.3383], [0.4271, 0.8979, 1.8699], [3.1210, 0.2947, -0.2622], [1.6490, -0.5079, 0.5201], [2.4563, 0.3908, 2.8884], [3.6710, 1.5255, 2.0262], [4.0126, -1.5793, 2.4782], [4.7276, -0.8772, 0.9227], [4.3651, -0.3877, 4.8464], [6.2702, 0.8388, 6.4607], [8.4419, 1.9886, 5.2322], [8.7783, 1.9525, 2.4805], [6.8195, 0.6897, 0.9749], [2.4857, -3.3862, 4.0847], [1.6966, -4.5746, 4.6677], [0.4986, -4.4882, 3.4215], [-0.9022, -4.8793, 3.4961], [0.9885, -4.8012, 2.0747], [1.1501, -3.6350, 6.0170], [-0.1945, -3.0953, 6.1165], [2.0925, -2.6379, 6.5336], [0.8413, -5.9741, 5.3541], [0.9954, -6.2179, 6.8044], [1.3225, -7.2169, 4.7041], [-1.0378, -5.9660, 3.5285], [-1.4499, -4.5140, 2.6199], [-1.4270, -4.4474, 4.3424], [0.9639, -5.8783, 1.8726], [2.0169, -4.4640, 1.9272], [0.3859, -4.2967, 1.3120], [-0.4394, -2.4359, 5.2746], [-0.3279, -2.5230, 7.0415], [-0.9289, -3.8968, 6.1953], [2.0815, -1.7211, 5.9341], [3.1105, -3.0333, 6.5474], [1.8511, -2.3720, 7.5682], [2.0478, -6.2002, 7.1040], [0.5733, -7.1890, 7.0851], [0.4464, -5.4934, 7.4066], [2.3842, -7.3859, 4.9136], [1.2011, -7.1775, 3.6207], [0.7521, -8.0854, 5.0452], [-4.9927, -3.5187, -1.2141], [-4.7593, -3.2251, -2.7094], [-6.1511, -4.1363, -3.1844], [-6.3751, -4.8421, -4.4380], [-7.4326, -3.5781, -2.7396], [-3.3753, -4.2656, -2.7659], [-3.4040, -5.5946, -3.3521], [-2.5486, -4.3072, -1.5559], [-4.4707, -2.8253, -4.4181], [-3.0781, -2.5330, -4.8176], [-5.2362, -1.6082, -4.7779], [-6.5517, -4.1640, -5.2806], [-7.2535, -5.4925, -4.3605], [-5.5652, -5.5126, -4.7072], [-7.8172, -2.8304, -3.4433], [-7.3496, -3.0963, -1.7630], [-8.1859, -4.3652, -2.6321], [-4.1477, -6.2424, -2.8730], [-2.4283, -6.0873, -3.2730], [-3.5847, -5.5407, -4.4257], [-2.9743, -4.9712, -0.7967], [-2.4379, -3.3096, -1.1244], [-1.5366, -4.6571, -1.7865], [-2.6147, -1.8042, -4.1450], [-3.0362, -2.1356, -5.8378], [-2.4580, -3.4295, -4.8462], [-4.8889, -0.7403, -4.2061], [-6.3020, -1.7299, -4.5800], [-5.1457, -1.3878, -5.8455]],
  "energy_ev": -122549.068,
  "e_homo_ev": -9.44,
  "spin_multiplicity": 1,
  "charge": 1
}